The following is a DFT calculation (wB97M-V/def2-TZVPD) of a molecular structure, C2F3NO5RbS.

Geometry as XYZ:
```
13
Properties=species:S:1:pos:R:3:lowdin_charge:R:1
Rb -1.333 1.589 1.504 0.91
N 0.580 0.268 -1.808 -0.36
S 1.797 0.031 -0.838 0.57
O 3.074 0.423 -1.457 -0.38
O 1.531 0.482 0.570 -0.48
C 2.118 -1.801 -0.519 -0.70
F 2.311 -2.431 -1.676 0.10
F 1.071 -2.359 0.092 0.10
F 3.194 -1.994 0.245 0.10
O -0.629 0.344 -1.083 -0.56
O -2.899 -0.886 0.170 0.02
C -2.470 -1.252 -0.882 -0.47
O -2.452 -2.033 -1.757 0.14
```

Output
Orbital gap (spin up / spin down) (eV): 3.43 / 3.43
E_HOMO (spin up / spin down) (eV): -2.160 / -2.161
LUMO (spin up / spin down) (Eh): 0.047 / 0.047
2S+1: 1
Net charge: -1

***

The following is a DFT calculation (wB97M-V/def2-TZVPD) of a molecular structure, C2F3NO6S2Sc.

Geometry as XYZ:
```
15
Properties=species:S:1:pos:R:3:lowdin_charge:R:1
N 0.293 -0.553 -0.999 -0.38
S -0.891 -0.879 0.166 0.76
O -2.074 0.090 -0.447 -0.43
O -1.213 -2.311 -0.115 -0.47
S 1.384 0.510 -0.642 0.53
O 0.947 1.576 0.311 -0.59
O 2.093 0.966 -1.837 -0.31
C 2.721 -0.331 0.361 -0.71
F 3.239 -1.335 -0.331 0.14
F 3.682 0.536 0.649 0.13
F 2.215 -0.803 1.493 0.13
Sc -0.800 3.025 0.583 0.93
O -4.453 0.301 -0.585 0.01
C -3.584 -0.150 0.138 -0.73
O -3.557 -0.642 1.256 -0.02
```

Output
Orbital gap (spin up / spin down) (eV): 6.24 / 6.27
E_HOMO (spin up / spin down) (eV): -5.168 / -5.038
LUMO (spin up / spin down) (Eh): 0.039 / 0.045
2S+1: 1
Net charge: -1

***

The following is a DFT calculation (wB97M-V/def2-TZVPD) of a gas-phase ion, C2F3O2S (charge -1).

Geometry as XYZ:
```
8
Properties=species:S:1:pos:R:3:lowdin_charge:R:1
C -1.155 -0.498 -0.623 -0.30
C 1.653 0.174 -0.672 -0.21
O 0.189 0.305 1.636 -0.37
O -0.143 1.984 -0.145 -0.39
F -1.019 -1.685 0.067 -0.07
F -2.200 0.112 0.048 -0.08
F 2.000 -1.053 -0.184 -0.15
S 0.212 0.625 0.217 0.57
```

Output
Orbital gap (spin up / spin down) (eV): 8.18 / 5.75
E_HOMO (spin up / spin down) (eV): -4.451 / -3.581
LUMO (spin up / spin down) (Eh): 0.137 / 0.080
2S+1: 1
Net charge: -1

***

The following is a DFT calculation (wB97M-V/def2-TZVPD) of 2 unconnected molecules or ions with the total composition C2F4O.

Geometry as XYZ:
```
7
Properties=species:S:1:pos:R:3:lowdin_charge:R:1
C 1.639 -0.074 0.095 -0.53
C -1.804 0.110 -0.478 -0.10
O 2.783 0.200 0.167 0.22
F 1.074 -1.154 -0.376 0.18
F 0.586 0.673 0.494 0.11
F -2.420 1.047 0.159 0.07
F -2.052 -0.912 0.306 0.05
```

Output
Orbital gap (eV): 11.71
E_HOMO (eV): -11.510
LUMO (Eh): 0.007
2S+1: 1

***

The following is a DFT calculation (wB97M-V/def2-TZVPD) of C2F5N3 in the gas phase.

Geometry as XYZ:
```
10
Properties=species:S:1:pos:R:3:lowdin_charge:R:1
C 1.034 0.491 -1.102 -0.10
C -0.054 0.236 -0.072 -0.36
N 1.740 0.612 -1.989 0.22
N 0.708 0.114 1.247 0.04
N -0.547 -1.096 -0.482 0.00
F -0.986 1.276 -0.056 0.09
F 1.004 1.322 1.775 0.06
F -0.301 -0.388 2.176 -0.02
F -1.592 -1.440 0.328 0.05
F -1.006 -1.128 -1.826 0.04
```

Output
SMILES: N#CC(F)(N(F)F)N(F)F
Orbital gap (eV): 12.13
E_HOMO (eV): -12.302
LUMO (Eh): -0.006
2S+1: 1

***

The following is a DFT calculation (wB97M-V/def2-TZVPD) of a molecular structure, C2F6KNO4S2.

Geometry as XYZ:
```
16
Properties=species:S:1:pos:R:3:lowdin_charge:R:1
K -1.920 -0.915 0.933 1.02
C -0.535 -0.587 -2.546 -0.58
F -1.771 -0.263 -2.079 0.09
F -0.598 -1.436 -3.610 0.13
F 0.024 0.527 -2.941 0.17
S 0.603 -1.254 -1.077 0.80
O 0.748 -2.720 -0.983 -0.29
O 1.867 -0.572 -1.402 -0.30
N -0.275 -0.506 0.366 -0.76
S 0.605 0.706 0.825 0.59
O 2.007 0.443 1.066 -0.28
O 0.210 1.914 0.069 -0.31
C -0.131 1.112 2.557 -0.68
F -1.020 2.091 2.482 0.16
F -0.673 -0.004 2.955 0.08
F 0.861 1.463 3.385 0.16
```

Output
Orbital gap (eV): 9.58
E_HOMO (eV): -10.328
LUMO (Eh): -0.027
2S+1: 1

***

The following is a DFT calculation (wB97M-V/def2-TZVPD) of a molecular structure, C2F6MnNO4S2.

Geometry as XYZ:
```
16
Properties=species:S:1:pos:R:3:lowdin_charge:R:1
Mn -2.218 -0.973 1.058 1.29
N 0.398 0.593 0.057 -0.31
S -0.676 0.527 -1.115 0.73
O -0.093 0.269 -2.408 -0.21
O -1.866 -0.275 -0.703 -0.41
C -1.295 2.294 -1.137 -0.70
F -0.260 3.096 -1.248 0.20
F -1.941 2.545 -0.019 0.17
F -2.092 2.429 -2.174 0.20
S 1.107 -0.377 1.092 0.91
O 2.214 0.332 1.707 -0.19
C 1.680 -2.129 0.866 -0.70
F 2.224 -2.558 1.986 0.20
F 0.686 -2.927 0.545 0.17
F 2.570 -2.168 -0.106 0.19
O -0.439 -0.678 1.598 -0.54
```

Output
Orbital gap (spin up / spin down) (eV): 7.80 / 7.75
E_HOMO (spin up / spin down) (eV): -14.316 / -14.382
LUMO (spin up / spin down) (Eh): -0.240 / -0.244
2S+1: 6
Net charge: +1
⟨S²⟩: 8.754

***

The following is a DFT calculation (wB97M-V/def2-TZVPD) of C2F7NOS in the gas phase.

Geometry as XYZ:
```
12
Properties=species:S:1:pos:R:3:lowdin_charge:R:1
C -2.037 -0.210 0.043 -0.76
C 1.925 -0.457 0.026 -0.66
N -0.943 -0.110 -0.834 -0.03
O 0.976 1.556 -1.382 -0.28
F -2.745 -1.270 -0.279 0.17
F -2.839 0.854 0.075 0.14
F -1.748 -0.340 1.396 0.07
F 2.434 -0.712 -1.193 0.15
F 2.742 0.351 0.678 0.17
F 1.680 -1.556 0.693 0.20
F 0.179 1.279 1.104 -0.14
S 0.376 0.616 -0.328 0.99
```

Output
SMILES: O=[S@@](F)(=NC(F)(F)F)C(F)(F)F
Orbital gap (eV): 11.71
E_HOMO (eV): -11.826
LUMO (Eh): -0.004
2S+1: 1

***

The following is a DFT calculation (wB97M-V/def2-TZVPD) of a molecular structure, C2FI2O2.

Geometry as XYZ:
```
7
Properties=species:S:1:pos:R:3:lowdin_charge:R:1
C 1.033 -0.637 1.664 -0.51
C -0.568 0.122 -0.767 -1.03
O 0.268 -1.111 2.365 0.19
O 1.833 -0.155 1.022 0.18
F -1.576 -0.759 -1.075 -0.30
I -1.674 2.200 -0.554 0.17
I 0.683 0.340 -2.656 0.28
```

Output
Orbital gap (eV): 6.88
E_HOMO (eV): -3.703
LUMO (Eh): 0.117
2S+1: 1
Net charge: -1

***

The following is a DFT calculation (wB97M-V/def2-TZVPD) of C2FN3 in the gas phase.

Geometry as XYZ:
```
6
Properties=species:S:1:pos:R:3:lowdin_charge:R:1
C 1.326 0.047 0.061 -0.36
C -0.960 -0.107 -0.088 -0.50
N 2.323 0.548 0.448 0.24
N -1.177 0.858 0.671 0.32
N 0.342 -0.357 -0.498 0.21
F -1.853 -0.990 -0.594 0.10
```

Output
Orbital gap (spin up / spin down) (eV): 12.22 / 7.91
E_HOMO (spin up / spin down) (eV): -11.572 / -11.498
LUMO (spin up / spin down) (Eh): 0.024 / -0.132
2S+1: 3
⟨S²⟩: 2.053

***

The following is a DFT calculation (wB97M-V/def2-TZVPD) of C2FNO2S in the gas phase.

Geometry as XYZ:
```
7
Properties=species:S:1:pos:R:3:lowdin_charge:R:1
C 1.079 -0.167 0.023 -0.43
C -1.056 0.004 0.050 -0.87
N 0.912 1.070 -0.112 0.22
O -0.483 1.195 0.074 0.01
O -0.025 -0.889 0.145 0.13
F 2.215 -0.820 -0.099 0.20
S -2.642 -0.393 -0.081 0.75
```

Output
SMILES: Fc1noc(=S)o1
Orbital gap (eV): 9.95
E_HOMO (eV): -9.780
LUMO (Eh): 0.006
2S+1: 1

***

The following is a DFT calculation (wB97M-V/def2-TZVPD) of 2 unconnected molecules or ions with the total composition C2H10N.

Geometry as XYZ:
```
13
Properties=species:S:1:pos:R:3:lowdin_charge:R:1
N 0.461 -1.835 0.408 0.32
H 1.449 -1.688 0.658 0.17
H -0.071 -1.004 0.708 0.10
H -0.042 -2.631 0.787 0.16
H 0.581 -1.883 -0.611 0.16
C -0.047 0.933 -0.947 -0.18
C -0.484 1.283 0.459 -0.18
H -0.343 1.760 -1.600 0.08
H 1.007 0.745 -1.136 0.07
H -0.699 0.153 -1.352 0.06
H -0.451 2.333 0.746 0.08
H 0.160 0.834 1.229 0.06
H -1.522 1.001 0.651 0.08
```

Output
Orbital gap (eV): 11.56
E_HOMO (eV): -15.827
LUMO (Eh): -0.157
2S+1: 1
Net charge: +1

***

The following is a DFT calculation (wB97M-V/def2-TZVPD) of 2 unconnected molecules or ions with the total composition C2H10N2.

Geometry as XYZ:
```
14
Properties=species:S:1:pos:R:3:lowdin_charge:R:1
C 0.639 -0.186 1.972 -0.23
C -0.280 -0.768 -1.564 -0.20
H -0.006 0.926 0.388 0.04
H 1.022 1.779 1.327 0.06
H 1.539 -0.345 2.588 0.07
H -0.201 0.048 2.648 0.07
H 0.381 -1.119 1.511 0.05
H -0.590 1.173 -2.101 0.08
H -1.979 0.483 -1.607 0.07
H -0.914 -1.613 -1.103 0.10
H -0.138 -1.040 -2.599 0.05
H 0.650 -0.653 -1.032 0.04
N 0.850 0.823 0.993 -0.10
N -0.975 0.493 -1.421 -0.10
```

Output
SMILES: CN.CN
Orbital gap (eV): 9.76
E_HOMO (eV): -8.595
LUMO (Eh): 0.043
2S+1: 1

***

The following is a DFT calculation (wB97M-V/def2-TZVPD) of 2 unconnected molecules or ions with the total composition C2H10N2.

Geometry as XYZ:
```
14
Properties=species:S:1:pos:R:3:lowdin_charge:R:1
N -1.228 -3.018 1.603 -0.10
C -2.208 -2.179 2.207 -0.25
H -1.025 -3.809 2.224 0.06
H -1.816 -3.391 0.849 0.07
H -3.147 -2.745 2.327 0.07
H -2.358 -1.409 1.431 0.07
H -1.976 -1.675 3.161 0.07
N 2.164 2.098 -1.244 -0.10
C 1.672 3.005 -2.270 -0.22
H 2.109 1.181 -1.700 0.06
H 3.140 2.211 -0.948 0.06
H 2.345 2.933 -3.141 0.06
H 1.678 4.046 -1.906 0.07
H 0.649 2.751 -2.593 0.07
```

Output
SMILES: CN.CN
Orbital gap (eV): 10.25
E_HOMO (eV): -9.098
LUMO (Eh): 0.042
2S+1: 1

***

The following is a DFT calculation (wB97M-V/def2-TZVPD) of 2 unconnected molecules or ions with the total composition C2H10N2.

Geometry as XYZ:
```
14
Properties=species:S:1:pos:R:3:lowdin_charge:R:1
C -3.220 1.523 4.167 -0.05
H -3.899 0.708 4.436 0.01
H -3.766 2.279 3.605 0.02
H -2.353 1.111 3.659 0.01
H -2.889 1.885 5.131 0.01
N 1.910 -0.668 -1.045 -0.01
C 2.368 -0.870 -2.405 -0.38
N 1.369 -0.525 -3.426 -0.03
H 1.321 0.156 -0.982 0.06
H 1.359 -1.440 -0.697 0.06
H 3.316 -0.358 -2.544 0.10
H 2.558 -1.941 -2.499 0.10
H 0.429 -0.777 -3.136 0.05
H 1.496 -1.084 -4.264 0.05
```

Output
SMILES: NCN.C
Orbital gap (eV): 10.51
E_HOMO (eV): -9.389
LUMO (Eh): 0.041
2S+1: 1

***

The following is a DFT calculation (wB97M-V/def2-TZVPD) of 2 unconnected molecules or ions with the total composition C2H10N2.

Geometry as XYZ:
```
14
Properties=species:S:1:pos:R:3:lowdin_charge:R:1
N 0.162 -0.554 -4.753 0.01
H -0.491 -1.274 -4.967 -0.01
H -0.305 0.042 -4.090 -0.01
H 0.346 0.017 -5.574 0.01
C 0.021 -0.221 3.037 -0.13
C -0.095 -0.274 1.533 -0.37
N 0.091 1.083 0.964 -0.02
H 0.861 0.414 3.346 0.07
H 0.394 -1.155 3.475 0.07
H -0.889 0.075 3.548 0.06
H -1.056 -0.795 1.360 0.10
H 0.612 -0.953 1.071 0.10
H -0.735 1.601 1.286 0.07
H -0.126 0.966 -0.027 0.06
```

Output
SMILES: CCN.N
Orbital gap (eV): 10.61
E_HOMO (eV): -9.739
LUMO (Eh): 0.032
2S+1: 1

***

The following is a DFT calculation (wB97M-V/def2-TZVPD) of 2 unconnected molecules or ions with the total composition C2H10N2O.

Geometry as XYZ:
```
15
Properties=species:S:1:pos:R:3:lowdin_charge:R:1
N 1.165 0.339 0.610 -0.01
C -0.048 1.150 0.124 -0.21
C -0.929 0.287 -0.813 -0.29
N -2.371 0.429 -0.428 -0.09
H 1.997 0.863 0.502 0.06
H 1.251 -0.430 0.018 -0.02
H 0.288 2.008 -0.462 0.10
H -0.350 1.517 1.079 0.09
H -0.944 0.454 -1.925 0.12
H -0.557 -0.793 -0.656 0.11
H -3.049 -0.335 -0.939 0.12
H -2.449 -0.008 0.585 0.10
H 1.616 -1.754 0.154 -0.03
H 2.210 -1.510 1.386 0.01
O 2.168 -2.217 0.765 -0.04
```

Output
SMILES: NCCN.O
Orbital gap (eV): 10.71
E_HOMO (eV): -9.788
LUMO (Eh): 0.034
2S+1: 1

***

The following is a DFT calculation (wB97M-V/def2-TZVPD) of 2 unconnected molecules or ions with the total composition C2H10N2O.

Geometry as XYZ:
```
15
Properties=species:S:1:pos:R:3:lowdin_charge:R:1
C -0.368 1.158 1.102 -0.17
N -0.437 0.663 -0.245 -0.14
C -1.091 -0.631 -0.281 -0.34
N -2.580 -0.660 -0.214 -0.01
H 0.202 0.588 1.863 0.08
H -1.370 1.435 1.461 0.07
H 0.010 2.213 0.933 0.09
H 0.473 0.554 -0.647 0.08
H -0.777 -1.132 -1.246 0.12
H -0.773 -1.321 0.497 0.09
H -2.959 -0.927 -1.091 0.03
H -2.903 0.329 -0.136 0.07
H 3.252 0.136 0.029 0.04
H 4.040 -0.148 -1.161 0.07
O 3.835 -0.613 -0.276 -0.11
```

Output
SMILES: CNCN.O
Orbital gap (eV): 9.94
E_HOMO (eV): -9.430
LUMO (Eh): 0.019
2S+1: 1

***

The following is a DFT calculation (wB97M-V/def2-TZVPD) of 3 unconnected molecules or ions with the total composition C2H10N2O2.

Geometry as XYZ:
```
16
Properties=species:S:1:pos:R:3:lowdin_charge:R:1
C 1.786 0.923 1.224 -0.15
N -0.882 0.846 2.051 0.11
C -0.503 0.986 0.749 -0.30
N 0.678 0.897 0.252 -0.07
H 1.622 1.730 1.953 0.07
H 1.860 0.003 1.822 0.07
H 2.698 1.125 0.661 0.07
H -1.857 0.825 2.247 0.09
H -0.189 0.635 2.746 0.08
H -1.284 1.091 -0.008 0.12
H 1.995 -1.298 -2.206 0.03
H 1.147 -0.600 -1.112 -0.01
O 1.140 -0.891 -2.037 -0.08
H -1.396 -1.586 -2.034 0.01
H -2.910 -1.650 -2.243 0.03
O -2.198 -2.033 -1.724 -0.07
```

Output
SMILES: C/N=C\N.O.O
Orbital gap (eV): 10.03
E_HOMO (eV): -9.249
LUMO (Eh): 0.029
2S+1: 1

***

The following is a DFT calculation (wB97M-V/def2-TZVPD) of 3 unconnected molecules or ions with the total composition C2H10N2O2.

Geometry as XYZ:
```
16
Properties=species:S:1:pos:R:3:lowdin_charge:R:1
C -0.801 0.392 -2.754 -0.11
N -1.483 0.145 -1.508 -0.13
O -2.110 -1.080 -1.634 -0.03
H -2.642 -1.164 -0.830 0.11
H -0.639 0.248 -0.245 0.00
H -0.154 -0.443 -3.045 0.09
H -0.212 1.299 -2.637 0.08
H -1.541 0.541 -3.550 0.08
C 1.177 0.011 2.917 -0.21
N 1.819 0.354 1.680 0.00
O 0.266 -0.190 -0.038 -0.18
H 0.859 0.532 0.433 0.02
H 2.399 -0.431 1.384 0.06
H 1.923 0.013 3.731 0.08
H 0.423 0.758 3.170 0.07
H 0.715 -0.986 2.926 0.08
```

Output
Orbital gap (spin up / spin down) (eV): 9.79 / 8.48
E_HOMO (spin up / spin down) (eV): -9.378 / -8.673
LUMO (spin up / spin down) (Eh): 0.015 / -0.007
2S+1: 1

***

no.,strongest force on any atom (eV/Å)
1,1.63
2,2.81
3,1.80
4,1.38
5,2.86
6,14.99
7,5.82
8,5.97
9,2.87
10,5.88
11,1.70
12,1.69
13,2.70
14,2.00
15,1.47
16,1.88
17,4.42
18,3.68
19,1.54
20,2.24